(1)
C33H91ClN11O19 | ωB97M-V/def2-TZVPD

```
155
Properties=species:S:1:pos:R:3:forces:R:3:lowdin_charge:R:1
Cl 11.9875 6.0561 -11.9966 -0.910 0.302 -0.474 0.59
O 12.5322 4.9162 -11.3600 0.274 -1.604 1.124 -0.38
O 13.2232 12.1663 -6.7080 -1.092 0.374 1.006 -0.17
O 10.4160 12.5369 -14.5139 -0.243 0.447 -0.873 -0.01
O 18.9912 11.7147 -7.8560 -1.522 -0.478 -0.452 -0.19
O 9.7227 6.8294 -17.7158 -0.183 0.199 -0.149 -0.05
O 9.3974 -0.3596 -6.3008 0.080 -1.235 0.725 -0.21
O 11.3278 5.6214 -13.2217 0.436 0.544 -0.035 -0.41
O 15.6053 5.7945 -4.4506 1.067 -0.292 0.902 -0.18
O 19.6180 5.2909 -11.2060 1.343 0.576 0.737 0.02
O 8.2043 -2.3759 -2.3007 -0.696 1.653 0.889 -0.14
O 10.9934 6.7081 -11.1679 0.200 0.027 0.026 -0.40
O 8.6191 2.0671 -13.7213 -0.054 -0.382 0.069 -0.06
O 17.0191 1.6750 -6.7320 -0.241 0.553 -0.284 -0.21
O 4.7184 2.6662 -17.1768 0.429 -0.789 0.811 -0.18
O 14.7379 -1.3701 -12.2339 0.526 0.003 0.050 0.04
O 15.1707 4.8608 -19.0043 -0.187 1.011 -2.005 -0.18
O 13.0892 6.9500 -12.2298 0.008 0.764 -0.718 -0.40
O 11.5403 1.8809 -21.8614 0.412 -0.393 -0.291 -0.19
O 3.7963 4.4457 -12.3622 0.669 0.024 -0.198 -0.24
N 5.4533 4.3692 -15.0210 0.514 0.891 1.269 -0.03
N 17.4341 4.9322 -10.8900 -3.095 -1.958 2.708 0.16
N 12.6091 -0.7732 -12.5490 -3.082 4.940 1.262 0.16
N 18.0379 6.3078 -12.3376 -0.861 5.639 -5.645 0.17
N 15.9749 10.7618 -6.6668 1.448 0.894 -1.578 -0.07
N 14.7008 3.6172 -6.3649 1.359 1.733 0.942 -0.09
N 10.1188 10.3476 -14.1767 -0.663 -2.323 -1.032 0.17
N 10.8638 11.6783 -12.5807 2.032 -0.577 6.028 0.17
N 12.6503 3.0405 -19.3323 0.432 0.700 0.234 -0.08
N 9.3130 -2.8624 -4.9333 -0.209 0.326 -1.016 -0.07
N 13.1113 -2.7216 -13.0804 -0.021 -4.088 -1.301 0.13
C 13.5528 10.8114 -6.9358 -0.602 -0.344 -0.473 -0.26
C 16.4823 4.3807 -18.9295 0.294 -0.043 0.551 -0.12
C 17.8561 1.1858 -7.7666 0.739 0.429 1.052 -0.11
C 5.5199 5.3524 -13.9236 1.231 -0.522 -0.199 -0.19
C 8.6394 -3.5805 -2.7332 1.050 -3.064 -1.003 -0.31
C 3.7503 3.4136 -16.4870 -0.984 0.254 -0.859 -0.24
C 9.7665 -3.5529 -3.7479 0.510 1.666 0.703 -0.22
C 14.4161 5.0507 -4.2837 0.154 0.399 0.148 -0.26
C 11.9883 12.2392 -5.9357 0.541 -0.040 -0.469 -0.10
C 9.7953 -1.5700 -6.9958 -1.106 0.207 -0.704 -0.20
C 3.5578 3.5678 -11.2506 -0.240 0.904 -1.181 -0.10
C 14.8163 2.2355 -5.8782 -0.285 0.612 -2.769 -0.17
C 13.5921 -1.5940 -12.5676 2.274 -1.475 -0.273 -0.79
C 12.3109 0.7450 -22.2211 -1.099 -1.307 0.425 -0.12
C 7.0245 -2.5019 -1.5302 -0.694 0.142 0.088 -0.10
C 11.8184 1.8486 -19.3703 0.026 1.039 -1.444 -0.21
C 17.2474 10.1994 -7.1904 -1.534 -0.235 1.356 -0.20
C 14.2602 4.3658 -18.0726 0.581 -1.772 1.186 -0.21
C 17.9384 10.8735 -8.3635 0.175 -0.314 0.783 -0.20
C 10.8527 1.8263 -20.6053 1.352 0.583 0.628 -0.18
C 18.4557 5.5971 -11.4019 1.891 -5.122 2.727 -0.82
C 4.0994 3.9768 -15.1165 -1.711 -1.665 -1.048 -0.27
C 10.2476 -2.7227 -6.0733 -0.912 0.979 1.103 -0.18
C 13.7226 2.9544 -18.3466 -0.356 0.269 -0.728 -0.21
C 15.6348 1.4041 -6.9331 0.601 0.361 1.105 -0.20
C 5.2189 4.7674 -12.5614 -1.517 -0.384 1.077 -0.18
C 9.0747 0.7485 -7.1267 0.488 -0.548 -0.273 -0.10
C 4.9748 1.3816 -16.5707 -0.891 0.219 -0.944 -0.09
C 10.4943 11.5537 -13.7817 -1.459 2.161 -4.456 -0.81
C 16.1521 6.2198 -3.1870 -0.057 -0.416 -0.707 -0.10
C 14.8711 10.5841 -7.6064 0.590 0.189 1.195 -0.21
C 13.8639 4.5916 -5.6083 0.715 -0.759 -0.975 -0.19
C 18.6403 13.0897 -7.9006 1.996 0.312 -0.951 -0.12
H 16.9101 4.5868 -17.9483 -0.204 -0.528 0.607 0.09
H 4.0658 2.6095 -11.3585 0.783 0.170 0.307 0.08
H 11.6285 13.2463 -5.7249 0.699 0.358 -0.526 0.08
H 7.0313 -3.2703 -0.7571 0.511 -0.697 -0.304 0.08
H 6.1927 -2.6830 -2.2110 -0.216 -0.143 0.078 0.09
H 6.7733 -1.6418 -0.9095 0.522 0.650 -0.626 0.08
H 9.0059 -1.9291 -4.6994 -0.117 0.051 0.369 0.10
H 11.1741 11.7599 -6.4793 0.009 -0.341 -0.014 0.08
H 12.8539 0.3230 -21.3754 0.677 0.442 -0.093 0.07
H 10.0120 6.0034 -18.1035 0.130 -0.206 -0.130 0.02
H 16.4905 5.1970 -11.1340 0.152 -0.124 0.176 0.10
H 5.0511 1.3943 -15.4834 0.827 0.365 -0.050 0.08
H 8.9302 -4.2240 -1.9029 0.327 -0.020 0.462 0.12
H 17.2579 11.4028 -9.0305 -0.110 0.318 0.197 0.11
H 11.6657 -1.0624 -12.7647 0.359 0.589 0.125 0.11
H 6.5427 5.7195 -13.8378 0.242 -0.098 -0.050 0.12
H 12.8775 0.7970 -23.1507 0.419 1.178 0.417 0.09
H 9.7886 6.6874 -16.7715 0.096 -0.018 0.317 0.03
H 3.4201 4.2065 -17.1581 0.883 0.574 -0.218 0.12
H 5.5396 5.4855 -11.8067 -0.204 0.361 0.137 0.12
H 14.8603 9.5749 -8.0180 -0.073 -0.497 0.062 0.12
H 7.9502 -4.2189 -3.2861 -1.293 0.385 0.089 0.12
H 13.7612 1.9677 -5.9351 -0.072 -1.461 0.940 0.10
H 13.3728 4.9957 -18.0113 0.520 0.460 0.281 0.13
H 10.1571 -3.7115 -6.5231 0.812 0.330 -0.792 0.12
H 13.7834 5.4742 -6.2429 -0.424 -0.173 -0.161 0.12
H 3.3418 4.7456 -14.9647 0.080 0.726 0.055 0.12
H 17.6076 13.3897 -8.0783 -0.170 -0.516 0.672 0.09
H 10.5288 -1.3265 -7.7645 0.608 -0.013 0.267 0.12
H 7.9661 2.7024 -14.0150 -0.285 0.223 -0.115 0.01
H 5.7794 4.7841 -15.8821 0.009 0.072 -0.138 0.12
H 15.3313 2.1399 -4.9223 -0.376 0.153 0.055 0.12
H 12.8110 10.3375 -7.5786 -0.466 0.087 -0.127 0.12
H 11.0916 10.8138 -12.1108 0.082 0.498 0.634 0.12
H 3.7707 4.1703 -10.3676 0.057 -0.732 0.510 0.09
H 2.7884 2.9010 -16.4925 -0.139 -0.800 0.722 0.12
H 15.4100 1.6446 -7.9722 -0.553 0.165 -0.029 0.11
H 10.1803 0.9810 -20.4593 -0.060 -0.282 -0.512 0.11
H 9.4569 2.4390 -13.9971 0.277 0.205 0.041 0.03
H 18.3144 10.0540 -8.9760 0.722 0.200 -0.003 0.12
H 15.0081 11.2164 -8.4836 -0.049 0.378 0.121 0.12
H 12.1123 -2.8561 -13.1445 0.524 -0.155 -0.197 0.10
H 13.7034 -3.4376 -13.4764 -0.070 0.221 0.408 0.11
H 8.6216 0.3876 -8.0501 0.168 0.158 -0.308 0.08
H 3.8172 3.2812 -14.3261 0.457 -0.289 -0.052 0.11
H 18.7846 6.7435 -12.8599 -0.648 0.312 -0.290 0.13
H 14.4695 4.1426 -3.6832 0.786 -0.032 0.585 0.11
H 18.2543 0.2258 -7.4381 -0.355 -0.577 -0.626 0.08
H 10.1215 -4.5731 -3.8935 -0.228 -0.045 -0.409 0.12
H 16.2023 5.4080 -2.4614 0.205 -0.407 -0.153 0.08
H 9.7359 10.2748 -15.1085 0.299 -0.071 0.284 0.11
H 17.2012 4.9289 -19.5384 -0.697 0.165 -0.737 0.09
H 11.2515 -2.4177 -5.7781 0.421 -0.629 0.338 0.11
H 12.9196 4.0729 -5.4430 -0.700 0.527 0.276 0.11
H 11.6801 -0.1000 -22.4972 -0.826 -0.173 0.141 0.07
H 2.5140 3.2590 -11.3062 -0.207 0.528 0.184 0.08
H 5.7369 3.8551 -12.2658 0.556 -0.152 -0.798 0.12
H 18.7482 1.8118 -7.7822 -0.074 0.330 -0.051 0.08
H 17.4753 4.2095 -10.1857 0.582 0.427 -0.143 0.11
H 19.1572 13.5701 -7.0698 -0.674 0.098 0.356 0.08
H 12.7990 0.1172 -12.1116 -0.523 0.013 -0.065 0.13
H 8.3540 1.4357 -6.6835 0.037 -0.358 0.532 0.08
H 17.0322 9.1539 -7.4112 0.234 -0.381 -0.414 0.11
H 19.1994 13.4505 -8.7639 -0.119 0.560 -0.376 0.07
H 13.1551 3.3293 -20.1580 -0.781 -0.425 -0.818 0.11
H 15.5225 0.3297 -6.7880 -0.569 -0.202 0.045 0.11
H 17.8901 10.1951 -6.3100 0.528 0.003 -0.365 0.12
H 11.0909 12.5750 -12.1753 0.076 -0.394 -0.363 0.13
H 14.8902 4.2282 -17.1938 -0.672 0.572 1.014 0.11
H 4.9472 6.2506 -14.1545 -0.576 0.007 0.291 0.12
H 14.5522 2.3577 -18.7260 0.249 -0.436 0.013 0.11
H 11.2248 1.9388 -18.4606 -0.171 -0.650 0.025 0.12
H 8.9596 -1.9293 -7.5962 -0.564 0.049 0.088 0.11
H 10.5897 -2.9932 -3.3038 0.587 -0.007 0.204 0.12
H 17.4232 1.2254 -8.7662 -0.251 -0.369 0.069 0.09
H 10.2793 2.7525 -20.6450 -0.120 -0.106 0.350 0.12
H 14.4725 3.7097 -7.3444 0.066 -0.429 0.095 0.10
H 10.2310 9.5137 -13.6181 -0.071 0.142 -0.189 0.11
H 16.5243 3.3230 -19.1894 0.267 -0.127 0.156 0.08
H 15.5732 6.9837 -2.6679 -0.388 0.370 -0.363 0.08
H 13.5354 10.2312 -6.0131 0.039 0.031 0.403 0.12
H 17.0547 6.4464 -12.5229 0.509 0.271 -0.257 0.13
H 4.1410 0.7000 -16.7386 -0.565 0.056 -0.238 0.07
H 10.0013 1.2991 -7.2892 -0.071 0.177 -0.507 0.09
H 13.8220 5.7813 -3.7347 -1.266 -0.443 -0.154 0.12
H 15.8931 10.5608 -5.6804 -0.754 -0.240 -0.381 0.10
H 12.4739 0.9778 -19.3667 -0.313 -0.601 0.183 0.10
H 12.1000 11.8004 -4.9442 0.182 -0.455 -0.037 0.08
H 13.3176 2.4245 -17.4845 0.230 0.445 0.446 0.12
H 5.7755 0.9292 -17.1558 0.437 0.254 0.653 0.09
H 17.1537 6.6025 -3.3835 -0.107 -0.049 0.000 0.09
```
Forces are in eV/Å.

The HOMO energy comes out at -6.60 eV. Its net charge is -1. For the LUMO energy, the calculation gives 1.66 eV.


(2)
C33H92N8O11 | ωB97M-V/def2-TZVPD

```
144
Properties=species:S:1:pos:R:3:forces:R:3:lowdin_charge:R:1
O -0.7458 2.8671 4.3388 0.423 -1.224 -0.152 -0.08
O 1.4172 -5.0904 -4.2679 -1.179 0.370 -0.105 -0.09
O 0.6184 3.9469 -1.2639 -0.318 0.802 2.106 -0.01
O -2.6864 -4.2172 1.2235 1.091 1.188 -0.638 -0.18
O 2.7864 -5.9439 1.0438 -0.037 -0.308 -1.736 -0.02
O 4.1800 -2.2500 0.5018 0.827 0.345 -0.267 -0.11
O -1.3130 0.7635 -0.2659 0.156 0.797 1.174 -0.20
O 5.8764 0.9576 1.9075 0.413 -0.637 0.458 -0.18
O -5.7266 -2.4614 -0.2512 0.570 0.503 -0.323 -0.06
O -6.0726 5.7251 2.8585 -1.216 0.141 0.233 -0.19
O -0.5267 2.0935 -3.2504 0.298 0.769 -0.401 -0.08
N 1.1768 -1.9001 -0.5013 -0.329 -0.654 -0.928 0.07
N -0.1207 3.5719 0.9450 1.395 0.665 -3.359 0.18
N -0.9737 -6.7929 1.2377 0.606 -0.732 1.781 0.04
N 0.9452 5.5997 0.3423 -0.731 -1.152 -0.452 0.14
N -2.5869 6.4537 1.9458 -0.414 0.603 0.186 0.03
N 5.2327 4.4981 2.9850 -0.354 -0.569 -0.160 0.04
N 2.4855 -5.2760 -1.1413 0.372 -0.727 1.924 0.17
N 2.9233 -7.5826 -0.5726 -0.860 0.599 0.236 0.12
C 1.6221 0.4326 0.1812 -0.035 -0.101 -0.195 -0.04
C 4.9350 3.1443 2.4731 0.469 0.389 -0.429 -0.44
C 0.4684 4.3589 -0.0927 0.008 -0.797 0.952 -0.57
C 0.9886 3.4261 -4.6804 0.931 -0.048 -0.649 -0.08
C -3.9801 5.9195 1.7702 1.484 0.480 -0.659 -0.43
C -0.4370 3.0164 -4.3563 -0.122 0.133 -0.345 -0.47
C -2.5625 -6.4967 -0.5672 0.042 0.310 -0.117 -0.06
C 6.2892 -3.1222 -0.4695 -0.685 1.068 0.377 -0.03
C 0.0973 1.6931 4.5848 -0.227 -0.790 -0.239 -0.44
C -5.8687 -2.2074 -1.6666 -0.368 0.068 0.013 -0.46
C -6.3057 -0.7320 -1.9825 1.226 -1.004 0.489 -0.04
C 4.7208 -1.3094 -1.6153 -0.118 -0.021 -0.694 -0.06
C 0.4095 -4.0573 -4.6080 0.541 -0.047 0.033 -0.42
C -0.3645 0.4163 3.8181 -0.203 0.394 -0.386 -0.06
C 4.3075 3.2492 1.0969 -1.044 0.292 -0.253 -0.06
C 0.5772 -0.6970 0.0319 0.396 0.717 1.626 -0.42
C -3.8533 4.4730 1.3635 -0.027 -0.277 -0.273 -0.07
C 4.9665 0.1984 2.6848 0.220 -0.492 -0.408 -0.10
C 2.6872 -6.2518 -0.1574 0.378 0.446 0.692 -0.63
C 6.1810 2.2273 2.4270 -0.263 0.757 0.409 -0.21
C 1.5092 2.0475 4.1020 -0.599 0.270 0.163 -0.06
C -4.7392 6.0883 3.0416 0.198 0.157 1.689 -0.25
C -0.7838 -3.9858 -3.6374 0.649 0.295 -0.169 -0.05
C -4.6180 -2.5159 -2.4799 -0.120 -0.187 -0.995 -0.07
C 1.1909 -2.7215 -4.7026 0.470 -0.916 0.011 -0.05
C 5.3337 -1.8672 -0.3462 -0.048 -1.326 0.370 -0.41
C -6.8779 5.5002 4.0413 1.011 -1.609 -1.559 -0.07
C -0.6484 -0.3439 -0.7717 -0.427 -1.162 -0.579 -0.23
C -1.4174 -4.4288 0.5551 -1.086 0.027 -0.396 -0.18
C -2.7884 -2.8663 1.6504 -0.260 0.124 0.894 -0.12
C -1.3724 -5.8923 0.2085 0.702 -0.628 -2.208 -0.47
C -2.5782 1.0531 -0.8388 0.359 -0.169 0.441 -0.07
C -1.3444 4.2568 -4.1790 0.326 -0.739 -0.100 -0.05
H 5.8688 -1.0259 0.1053 -0.075 -0.306 0.495 0.12
H 6.8560 -3.3212 0.4740 -0.508 0.344 -0.724 0.09
H -2.5865 7.4715 2.1148 -0.170 -0.724 -0.100 0.07
H -0.3807 2.6460 0.6138 -0.302 0.199 0.425 0.07
H -1.2496 4.9635 -5.0019 0.091 -0.154 -0.262 0.07
H -3.4449 4.4774 0.3548 -0.126 -0.345 -0.233 0.07
H 4.0061 2.2727 0.7115 0.160 -0.055 0.120 0.06
H -4.9377 -2.3927 -3.5531 0.659 -0.080 0.883 0.10
H -1.2902 -3.0593 -3.8871 -0.211 0.266 0.163 0.07
H 4.0879 -0.4505 -1.3447 0.400 -0.091 -0.202 0.07
H -1.5312 -4.7612 -3.7671 0.158 -0.428 -0.037 0.07
H -7.8392 5.1786 3.6698 -0.480 0.494 -0.191 0.08
H -6.5674 -0.6197 -3.0330 -0.017 -0.205 -0.073 0.07
H -6.6657 -2.8969 -1.9730 0.049 0.170 -0.276 0.13
H 1.3183 -1.8192 -1.5071 -0.280 0.162 -0.039 0.07
H 0.2792 -0.8888 1.0808 -0.194 -0.325 -0.412 0.13
H 5.6886 -4.0129 -0.6983 0.147 0.169 -0.126 0.07
H 1.3881 6.1596 -0.3789 -0.137 -0.047 0.643 0.10
H 0.2609 -0.4489 4.1035 -0.161 0.431 -0.081 0.09
H -1.6442 2.5564 4.5129 0.057 0.279 -0.075 0.08
H 0.5830 -1.8265 -4.5837 -0.155 -0.126 -0.143 0.07
H -0.5284 -4.2153 1.1761 -0.495 0.315 0.047 0.13
H -0.4067 3.9477 1.8158 -0.268 0.133 0.678 0.06
H -6.5120 4.5660 4.4819 0.295 0.370 0.667 0.09
H 4.0609 -2.0223 -2.0799 -0.469 -0.623 0.008 0.06
H -2.4277 1.0271 -1.9009 -0.456 0.101 -0.775 0.07
H 0.0383 1.4899 5.6757 0.355 0.117 -0.507 0.14
H -4.2196 -3.5353 -2.3747 -0.442 0.045 0.127 0.07
H 1.3698 1.1909 0.9301 -0.166 -0.158 -0.111 0.04
H -4.6787 7.0907 3.5032 0.104 0.077 -0.498 0.13
H -3.4866 -6.5303 0.0134 0.101 0.035 0.036 0.07
H 2.3250 1.3911 4.4147 -0.389 -0.159 0.187 0.08
H -2.7592 -2.0159 0.9388 0.168 -0.900 -0.504 0.08
H 1.5576 2.4980 -4.7367 0.192 -0.052 -0.179 0.07
H 1.7784 0.9574 -0.7651 0.168 -0.039 -0.057 0.09
H -4.2319 5.4436 3.7688 -0.105 -0.270 0.234 0.13
H 4.2317 -3.1971 0.6952 0.105 0.219 -0.022 0.07
H 2.5558 -0.0557 0.5089 -0.212 0.347 -0.151 0.06
H 2.3197 -7.9240 -1.3409 0.734 0.167 0.883 0.10
H 5.0309 -0.8622 2.4664 0.324 -0.044 -0.573 0.08
H -6.9632 6.3171 4.7347 0.222 0.479 0.201 0.08
H -0.2378 0.5908 2.7240 -0.105 -0.134 0.690 0.06
H -3.7335 -2.7774 2.1649 -0.406 -0.022 0.148 0.08
H -3.7621 -1.8616 -2.2654 -0.377 0.221 -0.021 0.07
H 6.9872 -2.9311 -1.2827 0.140 -0.189 0.023 0.07
H -0.5403 -6.0243 -0.5160 -0.196 0.528 0.108 0.13
H -0.4708 -3.9424 -2.5869 0.039 0.003 -0.196 0.06
H 1.5158 2.0929 3.0107 -0.042 0.037 0.022 0.05
H -7.1425 -0.3997 -1.3877 -0.114 0.054 0.329 0.07
H 3.3672 3.8396 1.1685 0.624 -0.160 -0.122 0.08
H 1.9480 -2.7287 -3.9180 -0.052 0.083 0.255 0.06
H 6.6374 2.2297 3.4491 -0.263 -0.499 -0.457 0.13
H -2.7685 -5.9627 -1.5147 0.115 -0.062 0.459 0.06
H -0.3138 -0.1864 -1.7955 -0.035 0.344 -0.512 0.12
H -1.4200 0.1151 3.9750 0.453 0.336 0.138 0.08
H -4.9181 -2.9790 -0.0909 -0.431 0.241 -0.208 0.06
H -2.2591 -7.5202 -0.8180 -0.242 0.190 0.052 0.07
H 5.3991 -1.0641 -2.4517 0.173 0.272 0.767 0.09
H 2.3115 -4.3584 -0.7269 -0.253 -0.486 -0.443 0.08
H -4.8211 3.9736 1.3930 -0.016 0.032 -0.225 0.08
H 5.1136 0.2408 3.7436 0.401 0.594 0.879 0.09
H 2.1159 -2.0031 -0.1645 0.525 -0.025 0.559 0.02
H -0.0286 2.5092 -2.5230 -0.266 -0.009 0.079 0.05
H -0.6824 2.4177 -5.2571 -0.547 0.272 0.567 0.13
H -3.1576 3.8955 1.9701 0.071 0.191 0.332 0.07
H 1.5873 4.0848 -4.0323 -0.820 -0.047 0.276 0.08
H -1.4369 -6.6827 2.1299 -0.788 0.117 -0.126 0.08
H 6.9465 2.6498 1.7572 -0.319 -0.003 0.086 0.13
H 4.9553 3.6950 0.3344 0.075 0.092 0.221 0.09
H 3.9628 0.4803 2.4647 -0.997 0.356 -0.113 0.06
H -2.0092 6.3167 1.1143 -0.433 -0.139 0.151 0.05
H 1.7774 -2.6773 -5.6347 -0.428 0.037 0.220 0.08
H 1.0010 3.8841 -5.6928 0.006 -0.241 0.517 0.08
H 1.0256 -5.9455 -4.5130 0.207 0.387 0.105 0.09
H -1.3437 -1.2169 -0.8208 0.392 0.262 0.196 0.11
H 5.7586 5.0145 2.2948 0.179 0.083 -0.002 0.06
H -2.4004 3.9883 -4.0890 0.171 0.023 0.237 0.07
H -0.0129 -6.6314 1.5157 0.315 0.011 -0.381 0.06
H -4.4866 6.4221 0.9482 -0.296 0.278 -0.013 0.14
H -5.4052 -0.1197 -1.8066 -0.527 0.124 0.093 0.06
H -1.3865 -3.7816 -0.3592 0.088 -0.424 0.612 0.11
H -2.8368 2.0660 -0.5162 -0.044 -0.189 -0.108 0.08
H 2.0917 -5.4938 -2.0318 -0.106 0.046 -0.578 0.05
H -2.0224 -2.6587 2.3921 0.349 0.087 0.171 0.08
H 0.0320 -4.3092 -5.6046 -0.036 0.044 0.059 0.13
H 5.7538 4.4771 3.8525 0.061 -0.038 -0.039 0.06
H 3.0084 -8.1873 0.2646 -0.360 0.496 -1.077 0.11
H 0.8880 5.8606 1.3313 0.225 -0.050 -0.989 0.11
H 1.6967 3.0381 4.4759 0.444 0.529 0.114 0.07
H -3.3620 0.3464 -0.5022 0.348 0.142 -0.148 0.08
H -0.9646 4.7737 -3.3049 -0.282 0.101 0.400 0.06
H 4.1564 2.7086 3.0997 0.213 -0.081 0.362 0.11
```
Forces are in eV/Å.

The HOMO energy comes out at -9.01 eV. The SMILES is COC[C@H](C)N.COC[C@H](C)N.COC[C@H](C)N.COC[C@H](C)N.NC(N)=O.NC(N)=O.CC(C)O.CC(C)O.CC(C)O.CC(C)O.CC(C)O. For the LUMO energy, the calculation gives 0.43 eV.